No. 1
Here is 9 unconnected molecules or ions with the total composition C33H59Br16F7N3O3PS in a non-equilibrium geometry from the OMol25 dataset. Energies are from ωB97M-V/def2-TZVPD.

ORCA input file:
```
! RIJCOSX wB97M-V def2-TZVPD def2/J DEFGRID3
* xyz 0 1
C 3.949 0.317 3.027
C 2.980 -0.629 2.301
C 3.601 -1.258 1.058
C 2.650 -2.121 0.223
C 1.518 -1.322 -0.431
C 0.310 -2.157 -0.875
C -0.430 -2.853 0.284
C -1.430 -1.974 1.052
C -2.667 -1.444 0.286
P -3.204 -2.665 -0.990
S -3.798 -4.336 -0.182
C -2.282 0.006 -0.217
C -2.811 0.469 -1.575
F -4.158 0.368 -1.655
F -2.283 -0.324 -2.542
C -2.493 1.945 -1.966
F -3.274 2.800 -1.308
F -2.771 2.056 -3.281
C -1.011 2.384 -1.786
F -0.807 2.784 -0.537
F -0.756 3.408 -2.583
F -0.166 1.407 -2.084
N -2.669 0.922 0.839
C -3.873 0.421 1.377
O -4.705 1.066 1.904
C -3.938 -1.113 1.171
C -3.996 -1.736 2.573
C -3.023 -1.138 3.621
N -3.635 -0.278 4.640
O -5.146 -1.298 0.423
N -6.102 -2.276 1.008
O -7.160 -1.842 0.940
H 4.571 0.849 2.300
H 3.395 1.087 3.573
H 4.582 -0.226 3.733
H 2.667 -1.420 2.995
H 2.086 -0.049 2.045
H 4.446 -1.880 1.384
H 4.031 -0.480 0.411
H 2.282 -2.960 0.824
H 3.244 -2.559 -0.590
H 1.180 -0.493 0.206
H 1.934 -0.847 -1.330
H 0.656 -2.927 -1.576
H -0.368 -1.506 -1.435
H -0.900 -3.783 -0.052
H 0.311 -3.166 1.027
H -0.856 -1.122 1.444
H -1.750 -2.544 1.927
H -2.101 -2.878 -1.818
H -4.124 -2.014 -1.801
H -1.198 0.037 -0.347
H -1.955 1.149 1.520
H -3.816 -2.811 2.471
H -5.006 -1.626 2.976
H -2.185 -0.608 3.160
H -2.577 -1.984 4.157
H -4.075 -0.866 5.341
H -4.397 0.261 4.235
Br 4.279 5.015 2.374
C 2.967 5.778 1.162
C 1.852 4.819 0.848
Br 2.371 3.428 -0.406
H 3.508 6.084 0.271
H 2.567 6.652 1.671
H 1.038 5.345 0.352
H 1.473 4.315 1.732
Br 0.116 -5.975 2.025
C -0.931 -7.175 3.147
C -2.353 -7.289 2.672
Br -3.404 -5.717 3.116
H -0.857 -6.793 4.159
H -0.426 -8.136 3.088
H -2.844 -8.119 3.175
H -2.425 -7.413 1.595
Br -7.995 -2.446 -5.596
C -6.238 -1.667 -5.874
C -5.149 -2.707 -5.854
Br -4.773 -3.325 -4.049
H -6.103 -0.918 -5.099
H -6.279 -1.184 -6.848
H -4.217 -2.282 -6.221
H -5.406 -3.586 -6.437
Br 2.735 1.069 -7.398
C 1.652 1.824 -5.970
C 2.461 2.710 -5.060
Br 3.616 1.690 -3.880
H 1.206 0.984 -5.445
H 0.874 2.404 -6.461
H 1.800 3.279 -4.409
H 3.106 3.393 -5.606
Br 7.767 3.130 -7.014
C 5.933 3.471 -7.555
C 5.620 4.941 -7.614
Br 5.395 5.699 -5.837
H 5.296 2.946 -6.850
H 5.828 3.022 -8.540
H 4.671 5.102 -8.122
H 6.400 5.513 -8.106
Br 7.425 7.451 0.470
C 6.274 8.062 1.912
C 6.983 9.001 2.850
Br 8.215 8.061 4.024
H 5.910 7.167 2.409
H 5.445 8.572 1.424
H 6.265 9.488 3.507
H 7.565 9.750 2.324
Br -1.392 7.280 0.471
C -1.892 5.485 1.047
C -2.507 5.477 2.419
Br -1.154 5.713 3.797
H -0.996 4.876 1.004
H -2.605 5.131 0.305
H -2.969 4.512 2.618
H -3.237 6.268 2.552
Br 1.863 -9.409 4.694
C 0.846 -10.645 5.797
C -0.581 -10.767 5.332
Br -1.633 -9.203 5.811
H 0.915 -10.282 6.817
H 1.352 -11.604 5.713
H -1.068 -11.609 5.816
H -0.653 -10.874 4.254
*
```

Summary:
SMILES: CCCCCCCC[C@]1([PH2]=S)[C@@H](C(F)(F)C(F)(F)C(F)(F)F)NC(=O)[C@@]1(CCN)ON=O.BrCCBr.BrCCBr.BrCCBr.BrCCBr.BrCCBr.BrCCBr.BrCCBr.BrCCBr
M in g/mol: 2020.34
DFT total energy in eV: -1205616.3541

=====

No. 2
Here is a molecular structure, C9H9N2O3S in a non-equilibrium geometry from the OMol25 dataset. Energies are from ωB97M-V/def2-TZVPD.

ORCA input file:
```
! RIJCOSX wB97M-V def2-TZVPD def2/J DEFGRID3
* xyz 1 1
C -0.025 -1.648 -0.092
C -0.575 -0.920 -1.154
C -0.685 -1.872 1.093
C -1.846 -0.467 -1.145
C -2.011 -1.348 1.067
C -1.558 2.989 -0.210
C -2.532 -0.671 0.029
C -2.453 2.333 0.422
C 2.281 0.780 0.178
N -0.226 3.045 -0.510
N 0.946 1.182 0.287
O -3.298 1.783 1.044
O -4.673 0.514 -1.006
O 0.837 2.307 -0.402
S -4.211 -0.015 0.260
H 1.022 -1.969 -0.171
H 0.107 -0.672 -1.973
H -0.250 -2.272 1.968
H -2.260 0.279 -1.783
H -2.704 -1.569 1.951
H -2.020 3.855 -0.753
H 2.619 0.925 1.250
H 2.403 -0.316 0.119
H 2.782 1.338 -0.521
*
```

Summary:
M in g/mol: 225.25
DFT total energy in eV: -29419.9306

=====

No. 3
Here is a molecular structure, C33H39CoN5 in a non-equilibrium geometry from the OMol25 dataset. Energies are from ωB97M-V/def2-TZVPD.

ORCA input file:
```
! RIJCOSX wB97M-V def2-TZVPD def2/J DEFGRID3
* xyz -2 4
Co 0.045 -0.122 0.067
N 1.075 -3.260 4.779
N -0.177 -2.606 -1.374
C 1.069 1.716 0.059
C 2.186 0.863 0.384
C 2.336 0.856 1.823
C 3.428 0.420 2.538
H 4.292 0.016 2.017
H 3.021 -1.978 3.788
H 3.427 0.513 3.619
C 1.127 1.434 2.364
C 0.855 1.452 3.814
H 1.532 2.143 4.342
H 1.020 0.450 4.241
H -0.181 1.743 4.029
C 0.401 2.026 1.332
C -0.667 3.040 1.499
H -1.384 2.764 2.283
H -1.222 3.215 0.572
H -0.211 3.994 1.799
C 3.280 0.441 -0.506
H 4.156 1.105 -0.413
H 2.979 0.421 -1.559
H 3.615 -0.573 -0.238
C 0.969 2.534 -1.172
H -0.070 2.804 -1.384
H 1.345 1.977 -2.037
H 1.553 3.463 -1.086
C 0.165 -4.120 5.198
H 0.182 -4.388 6.257
C -0.817 -4.701 4.360
H -1.486 -5.451 4.776
C -0.863 -4.281 3.022
H -1.672 -4.622 2.371
C 0.129 -3.445 2.526
H 0.157 -3.101 1.487
C 1.154 -2.973 3.434
C 2.260 -2.214 3.053
H 2.389 -2.008 1.991
C 0.039 -1.288 -1.479
C 0.149 -3.204 -2.568
H 0.000 -4.250 -2.784
C 0.613 -2.249 -3.436
H 0.943 -2.350 -4.453
N 0.416 -1.012 -2.816
C 0.226 0.197 -3.565
C 1.247 0.605 -4.445
C 1.043 1.737 -5.251
H 1.848 2.048 -5.920
C -0.136 2.483 -5.196
C -0.393 3.645 -6.106
H -0.963 4.425 -5.587
H -0.986 3.336 -6.977
H 0.544 4.072 -6.473
C -1.099 2.110 -4.262
H -1.990 2.718 -4.113
C -0.968 0.948 -3.495
C -2.097 0.563 -2.606
H -2.758 -0.221 -3.008
H -2.711 1.451 -2.413
H -1.732 0.207 -1.632
C 2.590 -0.049 -4.458
H 2.598 -1.050 -4.912
H 3.023 -0.113 -3.450
H 3.254 0.598 -5.054
N -5.183 -0.704 3.464
C -3.992 -0.469 2.859
C -2.755 -0.854 3.423
C -1.588 -0.697 2.676
N -1.595 -0.182 1.414
C -2.760 0.342 0.947
C -3.966 0.192 1.615
H -5.265 -1.204 4.339
H -6.049 -0.442 3.008
H -2.722 -1.299 4.419
H -0.619 -1.030 3.071
H -2.720 0.871 -0.004
H -4.886 0.570 1.175
*
```

Summary:
Expectation value of S²: 3.799
M in g/mol: 564.64
DFT total energy in eV: -79927.3226

=====

No. 4
Here is a molecular structure, C39H40BN6Os in a non-equilibrium geometry from the OMol25 dataset. Energies are from ωB97M-V/def2-TZVPD.

ORCA input file:
```
! RIJCOSX wB97M-V def2-TZVPD def2/J DEFGRID3
* xyz 3 5
Os -6.501 -15.917 11.070
C -4.597 -21.230 8.722
C -4.358 -19.762 8.726
C -5.442 -18.982 8.284
C -5.425 -17.618 8.406
C -6.227 -16.857 7.404
C -4.409 -17.009 9.210
C -3.245 -17.756 9.445
C -2.002 -17.100 9.946
C -3.238 -19.116 9.151
H -3.867 -21.765 9.282
H -4.512 -21.664 7.730
H -5.555 -21.469 9.126
H -6.184 -19.494 7.702
H -7.265 -17.258 7.315
H -5.699 -17.059 6.424
H -6.209 -15.788 7.586
H -4.467 -15.953 9.393
H -1.181 -17.608 9.462
H -1.882 -17.178 11.063
H -2.121 -16.046 9.657
H -2.385 -19.717 9.498
C -7.371 -19.193 15.171
C -7.512 -18.765 13.734
C -8.121 -19.422 12.658
C -8.080 -18.546 11.583
N -7.252 -17.497 11.972
N -6.994 -17.618 13.322
B -6.424 -16.440 14.184
N -7.308 -15.226 13.816
N -7.400 -14.745 12.506
C -8.356 -13.812 12.483
C -8.731 -13.575 13.798
C -8.143 -14.537 14.608
C -8.359 -14.876 16.010
C -8.680 -13.129 11.241
C -8.075 -13.564 10.077
C -8.396 -12.912 8.894
C -9.186 -11.782 8.875
C -9.793 -11.323 10.065
C -9.745 -12.138 11.182
N -4.946 -16.126 13.551
N -4.922 -15.515 12.312
C -3.672 -14.930 12.134
C -2.873 -15.410 13.201
C -3.697 -16.171 14.030
C -3.351 -17.047 15.174
C -3.303 -13.867 11.224
C -4.082 -13.490 10.080
C -3.817 -12.255 9.473
C -2.739 -11.482 9.860
C -1.833 -11.980 10.767
C -2.096 -13.180 11.453
C -8.836 -18.581 10.344
C -9.735 -19.651 10.092
C -10.582 -19.512 9.021
C -10.483 -18.413 8.138
C -9.603 -17.393 8.427
C -8.705 -17.506 9.442
H -6.862 -20.154 15.245
H -8.367 -19.264 15.714
H -6.731 -18.515 15.788
H -8.617 -20.406 12.691
H -6.349 -16.744 15.344
H -9.506 -12.908 14.172
H -9.150 -14.214 16.392
H -7.404 -14.754 16.525
H -8.672 -15.906 16.130
H -7.395 -14.482 10.033
H -8.209 -13.451 7.945
H -9.395 -11.307 7.891
H -10.357 -10.392 9.972
H -10.282 -11.940 12.088
H -1.834 -15.161 13.455
H -2.340 -17.408 14.948
H -4.019 -17.910 15.224
H -3.374 -16.490 16.131
H -4.982 -14.004 9.776
H -4.498 -11.952 8.680
H -2.542 -10.527 9.447
H -0.833 -11.603 10.861
H -1.311 -13.500 12.170
H -9.796 -20.500 10.789
H -11.345 -20.305 8.857
H -11.190 -18.372 7.318
H -9.494 -16.577 7.719
H -7.998 -16.710 9.732
*
```

Summary:
Expectation value of S²: 6.038
M in g/mol: 793.83
DFT total energy in eV: -53146.3451

=====

Which formula does entry 3 have?
C33H39CoN5

=====

DFT total energy of number 3 (C33H39CoN5)?
-79927.3226 eV

=====

What is the DFT total energy in the fourth record?
-53146.3451 eV

=====

M of number 1 (C33H59Br16F7N3O3PS)?
2020.34 g/mol